No. 1
13
Properties=species:S:1:pos:R:3:forces:R:3:lowdin_charge:R:1 method="wB97M-V/def2-TZVPD" smiles=C1CCSC1 e_above_lowest_kcal_mol=51.8 gap_ev=9.48
C -0.428 -0.737 -0.503 0.6 -5.4 -4.5 -0.419
C -0.770 0.484 0.061 -6.5 1.7 3.0 -0.437
C 0.412 1.387 -0.043 -0.2 3.0 3.2 -0.445
S 1.888 0.227 -0.166 -0.2 1.8 0.8 0.820
C 0.884 -1.166 0.209 -2.2 -0.6 3.3 -0.534
H -1.370 -1.397 -0.468 1.8 0.2 -0.1 0.137
H -0.105 -0.530 -1.622 -1.0 -0.7 1.8 0.140
H -1.249 0.218 1.194 2.1 1.0 -2.3 0.162
H -1.922 0.674 -0.338 3.2 0.8 0.2 0.167
H 0.424 2.151 -0.866 -0.1 -1.0 0.8 0.080
H 0.276 1.992 1.052 1.4 -1.2 -3.0 0.139
H 1.552 -2.036 0.160 -0.9 -0.2 -1.0 0.063
H 0.409 -1.267 1.329 1.9 0.6 -2.0 0.127

***

No. 2
13
Properties=species:S:1:pos:R:3:forces:R:3:lowdin_charge:R:1 method="wB97M-V/def2-TZVPD" smiles="C=CSCC" e_above_lowest_kcal_mol=86.7 gap_ev=9.05
C -0.795 -2.524 1.362 -2.9 1.3 -0.8 -0.140
C -0.224 -1.704 0.500 4.7 -3.9 -1.6 -0.762
S -0.742 -0.177 0.301 -0.6 4.6 -1.6 0.837
C 0.748 0.871 -0.237 -1.9 -0.8 -4.3 -0.437
C 0.101 2.278 -0.936 -2.6 -1.3 3.9 -0.153
H -0.242 -3.479 1.470 -1.8 0.1 0.3 0.055
H -1.984 -1.954 1.425 3.3 -2.8 1.4 0.140
H 0.668 -2.184 -0.186 -1.8 1.7 1.9 0.134
H 1.442 0.772 0.549 0.7 1.1 1.1 0.021
H 1.281 0.328 -1.143 -1.3 0.9 1.7 0.093
H -1.027 1.935 -1.407 3.6 1.2 1.2 0.115
H -0.035 3.157 -0.100 0.0 -2.4 -1.9 0.097
H 0.810 2.682 -1.600 0.5 0.2 -1.2 0.000

***

Values for F_max, eV/A, ordered as above
7.33, 6.31
Values for HOMO, eV, ordered as above
-8.5, -8.0
Values for energy, hartree, ordered as above
-555.28741, -555.23169